Record 1
A structure of composition C28H45CoN3O9SSi, computed with ωB97M-V/def2-TZVPD.

Calculated values
E_tot = -4005.97802 hartree

Structure (ORCA input):
```
! RIJCOSX wB97M-V def2-TZVPD def2/J DEFGRID3
* xyz 0 2
Co -0.64 0.55 -1.06
S 2.26 -1.04 -1.69
Si 0.26 -1.34 1.51
O -0.49 2.18 -2.40
O -0.36 -0.80 0.14
O -0.62 2.52 -0.25
O -0.16 -2.91 1.72
O -0.31 8.88 -3.66
O 1.19 -0.06 -2.04
O -0.29 -0.55 2.83
O -0.36 9.32 -1.54
O 1.90 -1.22 1.52
N -0.33 8.54 -2.49
N -6.71 -0.70 -1.83
N -2.65 0.22 -1.74
C -5.39 -0.39 -1.79
C -0.28 6.23 -3.26
C 4.16 -0.53 1.64
C 3.81 -0.24 -2.30
C -3.57 1.18 -1.75
C 0.43 -3.81 -0.45
C -4.41 -1.40 -1.80
C -1.58 -0.49 3.40
C -0.48 2.97 -1.42
C -2.66 -0.55 2.32
C -0.35 6.70 -0.88
C -0.37 5.35 -0.61
C -1.73 -1.68 4.35
C 2.31 1.16 1.68
C -0.36 4.43 -1.66
C -3.08 -1.05 -1.78
C -0.87 -5.11 1.25
C 3.76 -2.29 -3.65
C 1.57 -4.55 1.66
C 2.32 -2.18 -3.16
C -0.30 4.88 -2.99
C 0.25 -4.07 1.05
C 4.65 -1.39 -2.79
C 2.67 -0.37 3.64
C 2.73 -0.24 2.11
C -1.66 0.84 4.15
C -4.93 0.93 -1.78
C -0.32 7.14 -2.20
H -0.25 6.60 -4.27
H 5.52 -1.04 -3.35
H -1.55 1.66 3.43
H 4.28 0.31 -1.48
H 2.98 1.91 2.10
H -3.64 -0.41 2.76
H -1.56 -2.59 3.78
H -0.86 0.91 4.87
H 1.93 -5.45 1.16
H 2.30 -3.75 1.57
H 4.85 0.17 2.09
H -6.99 -1.64 -1.62
H 1.66 -1.72 -3.90
H 0.54 -4.76 -0.98
H 1.90 -3.14 -2.87
H -0.44 -3.27 -0.83
H -0.38 7.43 -0.09
H -5.63 1.74 -1.78
H -0.60 -6.05 0.77
H 1.43 -4.76 2.72
H 4.23 -0.44 0.56
H -0.28 4.15 -3.78
H -2.61 0.94 4.66
H 3.32 0.36 4.11
H -0.98 -1.63 5.14
H -7.37 0.03 -1.63
H 4.11 -3.32 -3.59
H -4.70 -2.43 -1.83
H -2.72 -1.71 4.80
H -1.79 -4.74 0.80
H -3.21 2.19 -1.75
H 1.31 -3.19 -0.59
H -2.47 0.23 1.58
H 2.99 -1.37 3.93
H 5.02 -1.95 -1.92
H 3.82 -1.98 -4.70
H -2.32 -1.81 -1.80
H 3.52 0.46 -3.08
H -1.03 -5.27 2.30
H 2.30 1.24 0.60
H -0.40 4.98 0.40
H -2.61 -1.51 1.82
H 1.65 -0.21 3.96
H 1.30 1.35 2.04
H 4.45 -1.54 1.92
*
```

Record 2
A structure of composition C6H5NO, computed with ωB97M-V/def2-TZVPD.

Calculated values
E_tot = -361.40664 hartree

Structure (ORCA input):
```
! RIJCOSX wB97M-V def2-TZVPD def2/J DEFGRID3
* xyz 0 1
O -1.35 1.13 -2.39
N 0.56 -1.53 1.08
C -0.48 -0.35 -0.45
C 0.22 -1.72 -0.35
C 0.18 1.09 -0.29
C 0.01 1.07 1.26
C -0.86 0.77 -1.38
C -0.05 -0.43 1.21
H -0.44 -2.57 -0.51
H 1.12 -1.84 -0.94
H -0.92 1.53 1.59
H 0.85 1.48 1.82
H 1.18 1.35 -0.64
*
```

Record 3
A structure of composition C33H63N12OPdS, computed with ωB97M-V/def2-TZVPD.

Calculated values
E_tot = -2552.65971 hartree

Structure (ORCA input):
```
! RIJCOSX wB97M-V def2-TZVPD def2/J DEFGRID3
* xyz 3 5
Pd -0.17 -1.43 0.52
S 1.79 4.66 1.92
O 0.39 3.52 0.56
N 0.06 -4.83 -0.20
N -2.23 -5.16 0.03
N -2.04 -0.58 -0.28
N -1.76 -0.99 -2.56
N 3.31 -0.87 0.31
N 1.10 5.38 -0.56
N -3.90 -0.69 -1.75
N 1.59 -1.44 1.77
N -1.09 -0.81 2.39
N 3.81 -2.13 2.19
N -1.19 -3.26 0.96
N 2.59 6.78 0.49
C 4.83 6.66 1.47
C 3.85 -1.70 -0.77
C 0.31 4.26 -0.45
C -1.92 -2.25 -3.27
C -2.20 -6.61 0.12
C 2.59 7.63 -0.69
C -2.57 -0.75 -1.47
C -1.89 -1.96 2.90
C 1.42 8.63 -0.61
C 0.01 -0.46 3.31
C -1.69 3.08 -1.26
C -1.13 -4.40 0.28
C -1.88 0.37 1.98
C -1.53 4.38 -3.72
C -4.95 -1.11 -0.83
C -2.56 3.49 -3.46
C -4.38 -0.40 -3.10
C 3.51 -3.23 3.09
C 0.17 -5.68 -1.37
C 2.60 0.31 -0.13
C -0.44 -0.39 -2.63
C 2.86 -1.52 1.45
C 1.28 -4.70 0.58
C 3.39 7.20 1.62
C 5.23 -1.80 2.07
C -0.58 4.64 -2.74
C -0.66 3.98 -1.51
C -2.64 2.84 -2.23
C 1.80 5.61 0.51
C -2.31 -2.95 1.82
C -3.50 -4.57 -0.35
C -2.80 0.05 0.80
C 1.16 -1.46 3.17
H 0.97 -5.31 -2.00
H 1.64 0.10 -0.62
H 3.59 -2.93 4.14
H -5.26 0.25 -3.02
H -2.32 -7.08 -0.86
H -3.15 -2.55 1.26
H -0.76 -5.66 -1.94
H 2.11 -4.44 -0.09
H -3.61 0.11 -3.68
H 5.40 6.99 2.34
H 4.83 5.57 1.43
H -1.61 -2.13 -4.31
H 1.53 -5.64 1.08
H -5.40 -0.26 -0.30
H -3.62 -0.57 1.16
H 5.36 -0.78 1.74
H 1.97 -1.17 3.83
H 4.41 -1.07 -1.47
H 2.94 6.83 2.54
H -3.34 -3.55 -0.70
H 2.52 -3.63 2.90
H -2.68 -3.85 2.33
H 0.21 5.35 -2.93
H 3.54 8.16 -0.69
H -4.59 -1.84 -0.12
H 3.05 -2.19 -1.33
H -1.17 1.15 1.70
H -3.47 2.17 -2.02
H 3.22 0.82 -0.86
H 0.29 -0.79 -1.91
H 0.38 0.52 3.03
H 2.49 7.00 -1.57
H 0.39 -6.72 -1.11
H -5.74 -1.58 -1.42
H -3.02 -6.94 0.76
H 5.68 -1.93 3.06
H 5.74 -2.47 1.38
H -3.92 -5.15 -1.17
H -1.27 -2.48 3.63
H -4.68 -1.30 -3.63
H 5.31 7.06 0.57
H 0.83 -2.46 3.48
H -1.31 -3.04 -2.82
H -0.35 -0.41 4.34
H 2.41 0.97 0.71
H -0.04 -0.57 -3.62
H 1.17 -3.91 1.31
H 4.24 -4.03 2.92
H -0.50 0.68 -2.47
H -1.74 2.59 -0.30
H -2.48 0.74 2.82
H -3.25 0.99 0.45
H 1.47 9.22 0.30
H -4.23 -4.56 0.47
H -1.47 4.88 -4.67
H 1.51 9.31 -1.46
H 0.47 8.11 -0.66
H 4.53 -2.45 -0.39
H -2.96 -2.57 -3.26
H -3.31 3.31 -4.22
H 3.39 8.29 1.62
H -1.27 -6.94 0.57
H -2.77 -1.58 3.43
*
```

Record 4
A cluster of 14 separate species, C14H56N28O14 in total, computed with ωB97M-V/def2-TZVPD.

Calculated values
E_tot = -3153.75199 hartree

Structure (ORCA input):
```
! RIJCOSX wB97M-V def2-TZVPD def2/J DEFGRID3
* xyz 0 1
O -49.45 -10.59 -12.51
O -51.85 -5.43 -25.01
O -54.11 -12.16 -20.04
O -57.13 -5.13 -19.27
O -52.44 -3.61 -12.38
O -46.73 4.02 -24.26
O -57.01 -1.02 -26.95
O -47.84 -10.24 -18.66
O -58.96 2.67 -19.25
O -46.25 -0.07 -11.78
O -43.70 5.41 -16.57
O -51.56 5.36 -13.74
O -49.14 -0.95 -18.79
O -53.24 6.00 -20.64
N -54.63 7.06 -22.06
N -52.54 -1.84 -13.76
N -48.59 3.75 -23.07
N -54.02 -10.09 -20.66
N -57.27 0.85 -27.93
N -57.06 1.63 -19.31
N -50.06 -2.93 -19.45
N -55.14 7.05 -19.97
N -50.05 5.57 -15.32
N -49.12 -8.42 -12.80
N -44.32 -0.93 -11.79
N -58.60 -4.92 -20.88
N -47.72 -12.43 -19.01
N -52.08 -1.48 -11.82
N -42.94 3.48 -15.73
N -50.62 -3.71 -25.84
N -49.63 -5.24 -24.59
N -55.50 0.66 -26.72
N -48.09 5.69 -23.71
N -46.12 -11.12 -19.71
N -58.70 0.77 -18.16
N -53.96 -11.65 -22.07
N -50.84 -1.06 -20.22
N -44.22 3.51 -17.56
N -45.63 -1.55 -13.38
N -59.21 -5.73 -18.86
N -50.35 -8.98 -11.25
N -51.15 7.29 -14.64
C -54.21 6.74 -20.86
C -49.92 -1.59 -19.44
C -47.71 4.40 -23.73
C -58.29 1.74 -18.95
C -43.65 4.24 -16.60
C -56.59 0.11 -27.18
C -50.97 6.01 -14.54
C -49.62 -9.46 -12.21
C -45.52 -0.84 -12.26
C -47.28 -11.20 -19.15
C -52.37 -2.42 -12.63
C -53.88 -11.33 -20.85
C -50.78 -4.78 -25.14
C -58.25 -5.25 -19.68
H -59.59 -4.88 -21.03
H -55.29 6.78 -19.01
H -59.47 0.94 -17.52
H -50.65 7.81 -15.35
H -49.69 6.23 -15.99
H -57.73 0.22 -28.58
H -46.39 -1.29 -13.98
H -49.09 5.69 -23.54
H -57.85 -4.60 -21.48
H -55.90 7.63 -20.29
H -48.53 2.74 -23.09
H -56.79 1.68 -28.22
H -54.68 -12.34 -22.21
H -49.28 4.29 -22.56
H -50.04 4.56 -15.34
H -48.73 -4.79 -24.67
H -59.91 -6.36 -19.21
H -58.89 -6.01 -17.94
H -44.68 4.10 -18.24
H -44.18 2.51 -17.60
H -56.50 0.80 -19.20
H -51.87 -0.56 -12.18
H -55.18 1.55 -27.06
H -48.54 -12.34 -18.43
H -50.44 -8.00 -11.07
H -51.16 -0.11 -20.14
H -51.36 -1.67 -20.83
H -49.72 -5.92 -23.86
H -49.67 -3.40 -25.98
H -52.90 -0.89 -13.78
H -51.33 -3.39 -26.48
H -42.76 3.92 -14.84
H -43.03 2.47 -15.75
H -52.82 -2.62 -14.33
H -54.95 -0.10 -26.32
H -50.79 -3.41 -19.96
H -47.57 -13.32 -19.48
H -49.63 -7.61 -12.47
H -58.11 -0.04 -18.02
H -54.08 -9.79 -19.69
H -45.57 -10.31 -19.94
H -56.76 2.44 -19.84
H -43.83 -1.81 -11.93
H -50.60 -9.75 -10.64
H -51.55 -1.65 -10.97
H -44.08 -0.35 -11.00
H -49.41 -3.52 -18.95
H -45.64 -11.96 -20.00
H -51.94 7.62 -14.12
H -55.57 7.43 -22.17
H -54.13 6.74 -22.88
H -53.86 -10.88 -22.71
H -53.80 -9.44 -21.40
H -47.61 6.47 -24.14
H -44.77 -1.91 -13.77
H -48.78 -8.43 -13.75
*
```